95
Properties=species:S:1:pos:R:3:forces:R:3 method="wB97M-V/def2-TZVPD" e_tot_ev=-148959.9204 spin_multiplicity=2 homo_lumo_gap_ev="7.32 / 7.32" s2=0.752 relative_energy_kj_mol=0.0
Ti 0.19578 0.60990 0.11292 0.1 0.3 -0.8
C 2.39874 -4.64416 -1.53677 0.0 0.0 0.0
N 2.01718 -4.00612 -0.29025 0.0 0.0 0.0
C 2.57951 -4.53112 0.94250 0.0 0.0 0.0
C 1.06411 -3.05455 -0.21605 0.0 0.0 0.1
O 0.68413 -2.56625 0.84078 0.0 -0.1 -0.1
C 0.42406 -2.59061 -1.52005 0.0 0.1 0.0
O -0.62301 -1.68339 -1.26391 0.2 0.1 -0.1
C -1.71403 -2.20831 -0.54986 -0.1 0.0 0.0
C -1.74184 -1.58050 0.82634 0.1 0.2 -0.1
O -1.28156 -0.42744 0.94071 0.0 -0.4 0.4
N -2.29571 -2.16301 1.87292 -0.2 0.1 0.0
C -2.26220 -1.42234 3.13568 0.0 0.0 0.0
C -3.01833 -3.41962 1.83781 0.0 0.0 0.0
H 3.42634 -4.99432 -1.44874 0.0 0.0 0.0
H 2.36777 -3.94060 -2.36657 0.0 0.0 0.0
H 1.76631 -5.50562 -1.77278 0.0 0.0 0.0
H 3.64738 -4.70402 0.80733 0.0 0.0 0.0
H 2.10527 -5.47545 1.22436 0.0 0.0 0.0
H 2.42518 -3.80615 1.73644 0.0 0.0 0.0
H 0.06885 -3.43639 -2.11936 0.0 0.0 0.0
H 1.16135 -2.03926 -2.10413 0.0 0.0 -0.1
H -1.68342 -3.29701 -0.52626 0.0 0.0 0.0
H -2.63310 -1.89054 -1.05546 0.0 0.0 0.0
H -1.23130 -1.16841 3.38110 0.0 0.0 0.0
H -2.68838 -2.05072 3.91346 0.0 0.0 0.0
H -2.83750 -0.50067 3.05111 0.0 0.0 0.0
H -4.09338 -3.24808 1.92229 0.0 0.0 0.0
H -2.69668 -4.04452 2.67007 0.0 0.0 0.0
H -2.82611 -3.95761 0.91575 0.0 0.0 0.0
C -5.11455 2.60623 0.77385 0.0 0.0 0.0
C -4.64674 1.37174 0.00300 0.0 0.0 0.0
C -5.15551 0.11157 0.70101 0.0 0.0 0.0
C -5.17321 1.41015 -1.43242 0.0 0.0 0.0
O -3.23201 1.27427 0.01371 0.0 0.1 0.0
Ge -2.15041 2.55090 -0.76364 0.0 0.0 0.0
O -0.71198 2.32595 0.61570 0.3 -0.1 -0.1
C -0.66596 3.12204 1.82866 -0.1 0.0 0.1
C 0.77119 3.57612 2.04739 0.0 0.0 0.0
C -1.18302 2.26695 2.97897 0.0 0.0 0.0
C -1.55795 4.34883 1.66653 0.0 0.0 0.0
O -1.05090 1.23478 -1.63533 0.1 0.0 0.2
C -0.68822 1.53291 -3.01162 -0.1 0.0 0.0
C 0.37163 2.62773 -3.03685 0.0 0.0 0.0
C -1.93503 1.98715 -3.77658 0.0 0.0 0.0
C -0.17783 0.25921 -3.66794 0.0 0.0 0.1
H -6.20464 2.64599 0.82807 0.0 0.0 0.0
H -4.76610 3.51995 0.28765 0.0 0.0 0.0
H -4.71790 2.58115 1.79106 0.0 0.0 0.0
H -6.24538 0.10307 0.76779 0.0 0.0 0.0
H -4.74197 0.05815 1.71032 0.0 0.0 0.0
H -4.83621 -0.77402 0.14535 0.0 0.0 0.0
H -6.26375 1.35843 -1.45759 0.0 0.0 0.0
H -4.76849 0.56473 -1.99283 0.0 0.0 0.0
H -4.86591 2.33192 -1.93217 0.0 0.0 0.0
H 1.44630 2.72586 2.12015 0.0 0.0 0.0
H 0.83839 4.15245 2.97222 0.0 0.0 0.0
H 1.08904 4.21392 1.22026 0.0 0.0 0.0
H -0.54848 1.39535 3.13131 0.0 0.0 0.0
H -2.19515 1.92802 2.74763 0.0 0.0 0.0
H -1.20555 2.84761 3.90312 0.0 0.0 0.0
H -1.25321 4.94830 0.80790 0.0 0.0 0.0
H -1.47603 4.96531 2.56322 0.0 0.0 0.0
H -2.60739 4.07124 1.54735 0.0 0.0 0.0
H -0.02513 3.54914 -2.60250 0.0 0.0 0.0
H 0.68151 2.83689 -4.06223 0.0 0.0 0.0
H 1.26005 2.32334 -2.48331 0.0 0.0 0.0
H -2.27284 2.97773 -3.46936 0.0 0.0 0.0
H -2.74784 1.27300 -3.62628 0.0 0.0 0.0
H -1.71033 2.02810 -4.84366 0.0 0.0 0.0
H 0.69492 -0.11707 -3.14483 0.0 0.0 0.0
H 0.11549 0.46676 -4.69838 0.0 0.0 0.0
H -0.96288 -0.49820 -3.66662 0.0 0.0 0.0
O 2.31237 -0.38507 3.38013 -0.1 0.0 -0.1
N 1.29205 -0.28680 2.76211 0.0 -0.1 0.1
O 1.38989 0.49670 1.70574 0.0 0.0 -0.1
C 5.70749 -2.18509 0.48274 0.0 0.0 0.0
C 4.79635 -1.95771 -0.70241 0.1 0.0 0.0
O 3.75753 -1.04930 -0.31763 -0.2 0.0 0.0
P 3.22855 0.21150 -1.15271 0.3 0.2 0.1
O 1.69626 0.15173 -1.08543 -0.6 0.0 0.4
Te 4.06756 0.35703 -3.32327 0.0 -0.1 0.0
O 3.57391 1.45066 -0.21200 0.0 0.0 -0.1
C 4.63075 1.47384 0.75938 0.0 0.0 0.0
C 5.98780 1.63159 0.10849 0.0 0.0 0.0
H 6.47555 -2.91659 0.22544 0.0 0.0 0.0
H 5.14694 -2.55084 1.34364 0.0 0.0 0.0
H 6.20314 -1.25751 0.76903 0.0 0.0 0.0
H 4.31874 -2.88712 -1.01811 0.0 0.0 0.0
H 5.33928 -1.55211 -1.55774 0.0 0.0 0.0
H 4.56607 0.57321 1.37046 0.0 0.0 0.0
H 4.39853 2.32392 1.39921 0.0 0.0 0.0
H 6.22746 0.77640 -0.52569 0.0 0.0 0.0
H 6.75734 1.72195 0.87751 0.0 0.0 0.0
H 6.01103 2.52287 -0.51831 0.0 0.0 0.0

=====

15
Properties=species:S:1:pos:R:3:forces:R:3 method="wB97M-V/def2-TZVPD" e_tot_ev=-19561.1264 homo_lumo_gap_ev=7.83 relative_energy_kj_mol=641.8 smiles="NCC1=CN1/C=N/S"
C 1.20340 -1.63613 0.23084 -0.8 0.7 0.8
C -1.26530 -0.73240 0.03047 1.9 0.6 0.1
C 1.47613 -0.48240 -0.35941 -1.5 -1.4 2.1
C 1.85611 0.96191 -0.39849 1.4 -1.5 0.2
N 0.04332 -1.01296 -0.30896 -1.0 0.3 -1.7
N -1.93810 0.32718 -0.08378 1.7 1.9 -0.6
N 0.88864 1.79395 0.21097 0.4 0.5 -2.1
S -3.58501 0.34922 0.03606 -0.6 0.7 0.3
H 1.16528 -2.48251 0.95734 1.0 0.8 -1.0
H -1.79269 -1.55963 0.32317 -1.0 -2.8 0.8
H 2.88782 1.02833 -0.07174 0.1 0.4 0.5
H 1.87102 1.21284 -1.39595 0.2 0.6 -2.5
H 0.97005 1.75443 1.15368 0.2 0.0 3.6
H 0.02103 1.38021 -0.02650 -1.6 0.2 -0.2
H -3.80171 -0.90204 -0.29769 -0.5 -1.0 -0.2